(1)
Below is a cluster of 9 separate species, C52H149N25O8P8 in total, with properties calculated with ωB97M-V with the def2-TZVPD basis set.

```
! RIJCOSX wB97M-V def2-TZVPD def2/J DEFGRID3
* xyz -1 2
N -1.491 -0.873 0.433
C -0.875 0.385 0.422
C 0.286 0.288 -0.362
C 0.469 -1.136 -0.689
C -0.715 -1.732 -0.233
H -2.303 -1.079 0.997
H -1.269 1.220 0.982
H 1.094 0.999 -0.459
H 1.361 -1.615 -1.064
H -1.126 -2.730 -0.272
O 7.813 -1.518 -0.557
P 6.938 -2.543 0.067
N 7.771 -3.843 0.889
C 8.024 -5.152 0.248
C 8.710 -3.577 2.002
N 5.821 -3.189 -1.020
C 5.848 -2.737 -2.441
C 4.588 -3.829 -0.579
N 5.906 -1.888 1.265
C 5.195 -2.654 2.187
C 5.160 -0.628 0.964
H 8.936 -5.075 -0.344
H 7.189 -5.429 -0.396
H 8.212 -5.966 0.949
H 9.614 -3.005 1.794
H 9.003 -4.500 2.503
H 8.103 -3.020 2.715
H 5.617 -1.672 -2.427
H 6.834 -3.011 -2.815
H 5.109 -3.276 -3.035
H 3.803 -3.115 -0.327
H 4.094 -4.478 -1.302
H 4.787 -4.500 0.257
H 5.752 -3.567 2.400
H 5.128 -2.040 3.084
H 4.171 -2.831 1.859
H 5.244 0.084 1.785
H 4.134 -0.877 0.692
H 5.443 -0.184 0.009
O 1.105 2.243 -5.192
P 1.333 1.046 -6.055
N 0.248 0.799 -7.322
C -1.006 1.402 -7.244
C 0.332 -0.249 -8.327
N 1.094 -0.420 -5.059
C -0.183 -1.108 -5.018
C 2.011 -0.731 -3.996
N 2.875 0.968 -6.728
C 3.571 2.042 -7.421
C 3.443 -0.318 -7.154
H -1.368 1.567 -6.229
H -1.758 0.762 -7.704
H -1.077 2.237 -7.940
H -0.535 -0.386 -8.974
H 0.581 -1.272 -8.042
H 1.018 0.022 -9.129
H -0.566 -1.429 -5.987
H 0.037 -2.090 -4.600
H -0.927 -0.462 -4.552
H 2.808 0.007 -3.903
H 1.529 -0.709 -3.018
H 2.399 -1.741 -4.127
H 3.777 1.661 -8.421
H 2.896 2.888 -7.549
H 4.422 2.423 -6.856
H 3.721 -0.473 -8.196
H 2.760 -1.124 -6.887
H 4.273 -0.534 -6.481
O 2.613 -5.530 2.745
P 1.845 -5.026 3.925
N 0.515 -6.037 4.547
C -0.105 -6.964 3.567
C -0.418 -5.820 5.721
N 0.970 -3.634 3.475
C 1.122 -3.117 2.153
C 0.025 -2.841 4.247
N 2.711 -4.617 5.402
C 3.393 -5.712 6.076
C 3.514 -3.401 5.328
H 0.134 -7.991 3.844
H 0.251 -6.765 2.557
H -1.193 -6.932 3.510
H 0.183 -5.973 6.618
H -1.314 -6.440 5.702
H -0.965 -4.877 5.714
H 1.185 -3.969 1.476
H 0.316 -2.437 1.877
H 2.036 -2.565 1.933
H 0.293 -2.725 5.297
H 0.067 -1.850 3.796
H -0.996 -3.224 4.262
H 3.975 -5.326 6.913
H 2.834 -6.542 6.506
H 4.057 -6.192 5.357
H 3.886 -3.053 6.291
H 2.872 -2.553 5.092
H 4.264 -3.489 4.541
O -6.625 2.538 -2.102
P -5.171 2.607 -2.356
N -4.470 4.146 -2.369
C -5.230 5.393 -2.488
C -3.041 4.410 -2.290
N -4.635 1.848 -3.778
C -5.307 2.194 -5.007
C -3.186 1.599 -3.985
N -4.311 1.909 -1.001
C -4.264 2.583 0.285
C -4.449 0.497 -0.886
H -6.228 5.000 -2.684
H -4.834 5.984 -3.313
H -5.256 5.966 -1.560
H -2.621 4.917 -3.159
H -2.530 3.522 -1.919
H -2.915 5.087 -1.445
H -5.309 1.436 -5.790
H -6.323 2.546 -4.831
H -4.653 2.973 -5.400
H -2.717 2.440 -4.497
H -2.739 1.328 -3.029
H -3.055 0.822 -4.739
H -5.103 3.271 0.392
H -4.477 1.921 1.125
H -3.318 3.108 0.410
H -5.439 0.125 -0.623
H -3.589 0.117 -0.335
H -4.260 0.095 -1.881
O -6.101 -6.646 0.486
P -6.327 -5.150 0.534
N -6.673 -4.611 2.191
C -7.011 -3.151 2.453
C -7.026 -5.510 3.247
N -7.749 -4.773 -0.363
C -7.853 -5.535 -1.631
C -8.516 -3.474 -0.382
N -4.950 -4.282 0.008
C -5.153 -2.900 -0.609
C -3.626 -4.542 0.598
H -6.233 -2.717 3.080
H -7.858 -2.922 3.100
H -7.094 -2.556 1.543
H -6.471 -5.298 4.161
H -6.945 -6.558 2.956
H -8.070 -5.404 3.541
H -8.721 -5.176 -2.183
H -6.984 -5.215 -2.206
H -7.812 -6.582 -1.330
H -8.050 -2.676 -0.960
H -9.432 -3.742 -0.908
H -8.913 -3.261 0.611
H -5.691 -2.265 0.096
H -4.259 -2.453 -1.044
H -5.754 -3.035 -1.508
H -2.972 -4.866 -0.211
H -3.616 -5.334 1.346
H -3.303 -3.630 1.101
O -0.125 7.712 1.923
P 0.325 6.445 1.314
N 0.510 6.589 -0.353
C 1.702 7.303 -0.753
C -0.578 6.884 -1.315
N -0.721 5.103 1.438
C -0.635 3.827 0.564
C -1.738 5.073 2.534
N 1.835 5.854 1.921
C 2.676 6.699 2.742
C 2.295 4.490 1.874
H 2.334 7.545 0.101
H 1.244 8.270 -0.961
H 2.251 6.863 -1.586
H -0.864 7.934 -1.383
H -1.504 6.350 -1.100
H -0.158 6.683 -2.300
H -1.535 3.557 0.011
H 0.138 3.877 -0.203
H -0.431 2.946 1.173
H -2.663 5.568 2.240
H -1.808 4.045 2.890
H -1.469 5.631 3.431
H 2.342 7.737 2.745
H 2.838 6.204 3.699
H 3.669 6.787 2.301
H 1.654 3.903 2.533
H 3.323 4.478 2.236
H 2.263 4.207 0.822
O -3.809 -1.069 1.978
P -4.003 -0.709 3.422
N -5.599 -0.154 3.713
C -6.215 0.055 5.055
C -6.506 0.365 2.598
N -2.998 0.668 3.977
C -1.494 0.661 3.650
C -3.337 1.856 4.778
N -3.591 -1.897 4.569
C -3.748 -3.370 4.266
C -3.325 -1.595 5.987
H -5.629 -0.465 5.812
H -7.281 -0.159 4.979
H -6.207 1.130 5.232
H -7.427 -0.212 2.685
H -6.067 -0.022 1.679
H -6.469 1.445 2.450
H -1.116 -0.010 2.878
H -1.162 1.635 3.293
H -0.939 0.431 4.561
H -4.382 2.105 4.594
H -2.976 1.728 5.799
H -2.649 2.652 4.493
H -3.610 -3.593 3.208
H -2.986 -4.005 4.719
H -4.710 -3.861 4.413
H -2.238 -1.615 6.062
H -3.605 -2.404 6.661
H -3.777 -0.664 6.330
O 5.117 2.873 0.464
P 5.372 3.420 -0.943
N 4.042 3.203 -2.035
C 3.600 2.102 -2.955
C 2.939 4.129 -1.968
N 6.670 2.678 -1.781
C 6.882 3.037 -3.133
C 7.722 1.914 -1.060
N 5.851 5.109 -1.006
C 5.510 6.068 -2.095
C 6.754 5.606 -0.055
H 3.024 1.557 -2.208
H 4.439 1.520 -3.337
H 2.970 2.419 -3.786
H 2.614 4.479 -2.948
H 3.092 4.957 -1.276
H 2.114 3.607 -1.482
H 7.815 3.565 -3.328
H 6.921 2.130 -3.736
H 5.993 3.479 -3.583
H 7.831 0.953 -1.561
H 8.656 2.473 -1.003
H 7.487 1.816 0.000
H 4.504 6.487 -2.076
H 6.031 7.025 -2.062
H 5.787 5.650 -3.062
H 7.679 5.887 -0.559
H 7.024 4.805 0.632
H 6.210 6.323 0.561
*
```

Calculated values
Expectation value of S²: 0.750
Total energy (hartree): -6772.39475
Gap between HOMO and LUMO (spin up / spin down) (eV): 1.08 / 7.80

Results of the Mulliken charge analysis, in e, for atoms 1 through 5: number 1, N, carries 1.76; number 2, C, carries -0.55; number 3, C, carries -0.88; number 4, C, carries -0.66; number 5, C, carries -1.94



(2)
Below is a structure of composition C52H32N5O4SSe2Te2Y, with properties calculated with ωB97M-V with the def2-TZVPD basis set.

```
! RIJCOSX wB97M-V def2-TZVPD def2/J DEFGRID3
* xyz -2 1
Y -0.612 -0.079 0.187
C 6.688 -1.229 -1.639
C 6.014 -0.020 -1.570
C 4.692 0.013 -1.175
C 4.013 -1.157 -0.835
C 4.689 -2.363 -0.926
C 6.019 -2.397 -1.321
C 2.553 -0.999 -0.452
C 1.801 -0.672 -1.719
C 1.817 -1.884 -2.615
C 0.659 -1.559 -3.507
C 0.094 -0.405 -3.073
N 0.768 0.065 -1.886
C -1.073 0.307 -3.557
C -2.000 0.923 -2.759
C -3.318 1.349 -3.229
C -4.090 1.514 -2.142
C -3.249 1.288 -0.965
C -3.711 1.461 0.349
C -5.138 1.188 0.590
C -5.993 1.991 1.349
C -7.297 1.606 1.603
C -7.786 0.407 1.105
C -6.958 -0.393 0.336
C -5.654 -0.009 0.082
C -2.793 1.873 1.370
N -1.473 1.680 1.249
C -0.809 2.458 2.193
C 0.550 2.490 2.407
C 1.057 3.476 3.398
C 1.422 4.752 2.985
C 1.894 5.675 3.901
C 2.012 5.332 5.236
C 1.662 4.057 5.653
C 1.187 3.132 4.738
C 1.558 1.631 1.851
C 2.846 1.404 2.365
C 3.400 0.365 1.619
C 2.440 0.013 0.664
N 1.344 0.787 0.798
C -1.820 3.140 2.969
C -3.029 2.757 2.499
N -1.995 1.003 -1.376
C -1.356 0.131 -5.009
C -2.143 -0.928 -5.454
C -2.405 -1.080 -6.806
C -1.892 -0.181 -7.726
C -1.104 0.872 -7.290
C -0.835 1.023 -5.941
H 7.728 -1.258 -1.940
H 6.522 0.901 -1.821
H 4.168 0.959 -1.116
H 4.189 -3.285 -0.691
H 6.528 -3.349 -1.379
H 2.756 -2.102 -3.137
H 0.338 -2.144 -4.346
H -3.595 1.462 -4.263
H -5.125 1.802 -2.099
H -5.656 2.950 1.714
H -7.935 2.248 2.199
H -8.793 0.093 1.330
H -7.301 -1.349 -0.034
H -5.003 -0.683 -0.467
H 1.332 5.010 1.939
H 2.171 6.668 3.569
H 2.380 6.055 5.951
H 1.759 3.779 6.694
H 0.919 2.131 5.050
H 3.295 1.906 3.203
H 4.365 -0.092 1.761
H -1.625 3.812 3.786
H -3.983 3.068 2.880
H -2.553 -1.622 -4.730
H -3.021 -1.904 -7.136
H -2.107 -0.299 -8.781
H -0.701 1.580 -8.003
H -0.222 1.846 -5.594
Se -1.629 -2.090 -1.136
Te -3.367 -3.399 -2.402
Te -3.929 -3.428 1.936
Se -2.572 -1.555 0.987
O 1.636 -2.911 -1.607
C 1.700 -2.333 -0.293
O 3.454 -2.255 4.965
S 2.173 -2.832 4.625
O 1.561 -3.648 5.642
N 1.150 -1.738 4.032
C 1.014 -1.851 2.736
O 0.174 -1.221 2.053
C 1.862 -2.956 2.113
C 2.069 -3.308 0.777
C 2.613 -4.561 0.514
C 3.048 -5.384 1.543
C 2.988 -4.960 2.866
C 2.384 -3.748 3.112
H 0.691 -1.992 0.005
H 2.688 -4.889 -0.515
H 3.453 -6.358 1.307
H 3.364 -5.569 3.674
*
```

Calculated values
Total energy (hartree): -8351.11961
Relative energy (zero: lowest compared OMol25 entry of this formula, charge and spin) (kcal/mol): 90.17
Gap between HOMO and LUMO (eV): 4.49

Results of the Mulliken charge analysis, in e, for atoms 1 through 5: number 1, Y, carries -0.86; number 2, C, carries -0.46; number 3, C, carries -1.10; number 4, C, carries 0.08; number 5, C, carries 0.12



(3)
Below is a structure of composition C52H37AsF5N2O2PS5Ti, with properties calculated with ωB97M-V with the def2-TZVPD basis set.

```
! RIJCOSX wB97M-V def2-TZVPD def2/J DEFGRID3
* xyz -2 1
Ti -1.432 0.705 1.481
C -0.174 3.016 3.823
O -1.144 2.090 3.347
C -2.212 1.809 4.185
C -2.238 2.080 5.538
C -3.397 1.822 6.270
C -4.524 1.325 5.634
C -4.504 1.064 4.269
C -3.342 1.273 3.539
N -3.202 1.080 2.175
N -4.315 1.077 1.405
C -4.109 1.528 0.146
C -2.935 2.209 -0.288
O -1.778 2.158 0.415
C -2.991 2.989 -1.453
C -4.070 2.973 -2.300
C -5.182 2.142 -2.012
C -6.265 1.984 -2.910
C -7.307 1.140 -2.627
C -7.321 0.417 -1.416
C -6.290 0.562 -0.521
C -5.204 1.422 -0.791
H -0.628 4.003 3.935
H 0.260 2.687 4.765
H 0.628 3.028 3.095
H -1.373 2.490 6.040
H -3.407 2.025 7.333
H -5.428 1.138 6.204
H -5.369 0.677 3.747
H -2.113 3.582 -1.695
H -4.057 3.561 -3.213
H -6.244 2.532 -3.847
H -8.115 1.015 -3.341
H -8.143 -0.256 -1.197
H -6.275 0.003 0.409
S 2.080 -2.673 8.039
C 1.745 -1.837 6.634
S 0.298 -1.976 5.743
C 0.650 -0.866 4.415
C 1.850 -0.229 4.499
S 2.593 0.958 3.497
S 2.808 -0.710 5.905
S -0.645 -0.908 3.231
F -3.251 -1.909 2.215
C -3.072 -1.829 0.896
C -2.253 -0.845 0.338
C -2.291 -0.858 -1.048
F -1.619 0.081 -1.747
C -2.970 -1.772 -1.827
F -2.899 -1.742 -3.169
C -3.722 -2.741 -1.209
F -4.387 -3.648 -1.931
C -3.789 -2.758 0.164
F -4.562 -3.676 0.764
C 2.876 0.698 0.192
C 3.524 0.721 -1.190
As 5.392 0.103 -1.207
C 5.497 -0.386 -3.109
C 6.548 -1.213 -3.505
C 6.653 -1.667 -4.812
C 5.702 -1.297 -5.755
C 4.670 -0.448 -5.384
C 4.577 0.016 -4.073
C 5.033 -1.682 -0.495
C 5.331 -1.901 0.849
C 5.082 -3.133 1.439
C 4.548 -4.167 0.682
C 4.244 -3.957 -0.657
C 4.479 -2.719 -1.242
P 1.000 0.551 0.146
C 0.968 -1.152 -0.569
C 0.757 -1.577 -1.877
C 0.669 -2.930 -2.179
C 0.817 -3.881 -1.181
C 1.094 -3.474 0.118
C 1.170 -2.123 0.420
C 0.799 1.892 -1.122
C 0.636 1.830 -2.500
C 0.585 2.989 -3.267
C 0.702 4.234 -2.669
C 0.864 4.314 -1.290
C 0.908 3.156 -0.531
H 3.124 1.582 0.775
H 3.204 -0.169 0.764
H 3.513 1.723 -1.617
H 2.990 0.056 -1.870
H 7.284 -1.519 -2.769
H 7.474 -2.316 -5.094
H 5.770 -1.664 -6.772
H 3.922 -0.151 -6.109
H 3.774 0.699 -3.821
H 5.748 -1.095 1.442
H 5.295 -3.283 2.490
H 4.360 -5.133 1.138
H 3.802 -4.751 -1.246
H 4.219 -2.564 -2.283
H 0.632 -0.861 -2.678
H 0.473 -3.237 -3.201
H 0.717 -4.935 -1.415
H 1.237 -4.205 0.905
H 1.367 -1.811 1.440
H 0.529 0.875 -2.996
H 0.446 2.915 -4.340
H 0.653 5.135 -3.268
H 0.942 5.280 -0.806
H 1.032 3.220 0.545
*
```

Calculated values
Total energy (hartree): -8180.67880
Relative energy (zero: lowest compared OMol25 entry of this formula, charge and spin) (kcal/mol): 53.00
Gap between HOMO and LUMO (spin up / spin down) (eV): 4.58 / 4.58

Results of the Mulliken charge analysis, in e, for atoms 1 through 5: number 1, Ti, carries -1.10; number 2, C, carries -1.00; number 3, O, carries 0.57; number 4, C, carries 0.72; number 5, C, carries -0.82



Molecular weight values (in g/mol) by entry order: 1500.72, 1324.95, 1130.97.